No. 1
105
Properties=species:S:1:pos:R:3 method="wB97M-V/def2-TZVPD" orbital_gap_ev="4.26 / 4.51" e_above_lowest_kcal_mol=53.8 fmax_ha_per_bohr=0.026 energy_ha=-6377.252463 total_charge=-1 multiplicity=4
V -0.187 0.993 1.008
I 0.106 1.264 3.705
C -1.081 -0.175 4.996
C -1.961 0.337 5.904
C -2.434 -0.420 7.013
C -1.940 -1.662 7.233
C -1.017 -2.246 6.318
C -0.455 -3.515 6.599
C 0.420 -4.086 5.733
C 0.696 -3.449 4.501
C 0.162 -2.239 4.160
P 0.412 -1.710 2.343
C -0.038 -3.372 1.627
C 0.804 -4.435 1.311
C 0.295 -5.631 0.810
C -1.070 -5.790 0.622
C -1.926 -4.745 0.947
C -1.410 -3.554 1.438
C 2.260 -1.724 2.287
C 2.938 -2.107 1.130
C 4.322 -2.025 1.047
C 5.053 -1.529 2.117
C 4.388 -1.118 3.265
C 3.007 -1.218 3.349
C -0.649 -1.543 5.134
H -2.281 1.370 5.800
H -3.144 0.017 7.706
H -2.224 -2.227 8.114
H -0.730 -4.016 7.521
H 0.877 -5.042 5.956
H 1.334 -3.968 3.795
H 1.869 -4.353 1.471
H 0.974 -6.442 0.576
H -1.463 -6.719 0.226
H -2.995 -4.847 0.809
H -2.091 -2.744 1.672
H 2.380 -2.441 0.264
H 4.822 -2.326 0.134
H 6.131 -1.444 2.051
H 4.943 -0.705 4.098
H 2.504 -0.880 4.247
S -3.547 3.687 -0.607
C -2.068 4.222 -1.300
C -1.001 3.536 -0.822
C -1.308 2.479 0.138
C -2.673 2.485 0.332
C -3.382 1.553 1.208
C -4.767 1.582 1.407
C -5.367 0.614 2.186
C -4.580 -0.368 2.768
C -3.216 -0.307 2.550
N -2.616 0.621 1.802
H -2.084 5.033 -2.015
H 0.023 3.768 -1.091
H -5.356 2.367 0.947
H -6.439 0.627 2.342
H -4.998 -1.154 3.382
H -2.560 -1.033 3.013
Te 1.818 2.736 1.706
N -5.973 -0.696 -1.638
C -4.629 -0.592 -1.460
N -4.017 0.496 -1.972
N -4.009 -1.548 -0.821
C -2.702 -1.298 -0.674
N -1.568 -1.118 -0.541
H -6.406 -0.163 -2.370
H -6.358 -1.606 -1.445
H -4.575 1.312 -2.174
H -3.120 0.734 -1.563
Cl -2.277 6.331 -5.262
C -1.086 5.068 -5.083
C -0.254 5.065 -3.988
C 0.677 4.038 -3.869
C 0.794 3.033 -4.819
C 1.853 1.976 -4.607
C 1.295 0.569 -4.336
N 1.314 0.314 -2.913
C 2.456 -0.007 -2.197
C 2.152 0.226 -0.897
N 0.846 0.675 -0.792
C 0.385 0.708 -2.019
O 2.767 1.948 -5.695
C 4.021 2.555 -5.398
C 4.812 1.866 -4.324
C 4.935 2.281 -3.033
Cl 4.229 3.651 -2.303
S 5.921 1.269 -2.088
C 6.205 0.233 -3.412
C 5.565 0.657 -4.530
C -0.066 3.079 -5.909
Cl -0.016 1.855 -7.156
C -1.009 4.083 -6.052
H -0.326 5.840 -3.238
H 1.329 4.013 -3.003
H 2.385 2.267 -3.701
H 1.930 -0.160 -4.835
H 0.276 0.457 -4.704
H 3.350 -0.359 -2.686
H 2.780 0.193 -0.021
H -0.597 1.046 -2.306
H 3.887 3.607 -5.128
H 4.562 2.511 -6.342
H 6.836 -0.634 -3.294
H 5.611 0.146 -5.483
H -1.670 4.094 -6.906



No. 2
105
Properties=species:S:1:pos:R:3 method="wB97M-V/def2-TZVPD" orbital_gap_ev="6.96 / 6.74" e_above_lowest_kcal_mol=35.0 fmax_ha_per_bohr=0.060 energy_ha=-4565.084530 total_charge=+1 multiplicity=2
Re -0.065 0.270 -1.092
F 0.016 -3.913 -6.260
C -0.051 -2.771 -5.559
F -1.308 -2.326 -5.647
F 0.736 -1.877 -6.193
C 0.403 -2.975 -4.139
C 1.047 -4.140 -3.787
C 1.522 -4.298 -2.489
C 1.312 -3.274 -1.594
N 0.677 -2.141 -1.907
C 0.242 -1.965 -3.170
S -0.431 -0.421 -3.490
H 1.188 -4.918 -4.524
H 2.045 -5.194 -2.187
H 1.670 -3.358 -0.575
O -2.891 1.918 0.003
C -2.691 2.688 1.128
C -3.713 3.249 1.888
C -3.398 4.092 2.940
C -2.075 4.361 3.263
C -1.069 3.743 2.548
C -1.366 2.887 1.486
P 0.013 2.101 0.564
C 1.074 1.708 1.999
C 0.466 0.923 2.984
C 1.170 0.536 4.110
C 2.492 0.935 4.271
C 3.105 1.705 3.296
C 2.405 2.077 2.153
C 0.610 3.639 -0.244
C 1.445 4.589 0.342
C 1.736 5.770 -0.326
C 1.165 6.039 -1.562
C 0.301 5.121 -2.137
C 0.029 3.925 -1.484
C -3.943 1.024 0.030
C -5.261 1.457 -0.044
C -6.288 0.541 0.096
C -5.998 -0.801 0.312
C -4.686 -1.228 0.286
C -3.630 -0.324 0.120
P -1.985 -1.027 -0.380
C -2.754 -1.976 -1.771
C -2.931 -3.353 -1.826
C -3.632 -3.932 -2.882
C -4.170 -3.141 -3.880
C -4.014 -1.761 -3.825
C -3.312 -1.187 -2.782
C -1.704 -2.222 0.976
C -2.047 -1.843 2.274
C -1.769 -2.673 3.352
C -1.157 -3.902 3.145
C -0.821 -4.294 1.856
C -1.080 -3.455 0.780
H -4.748 3.039 1.677
H -4.199 4.539 3.514
H -1.833 5.030 4.078
H -0.036 3.901 2.834
H -0.571 0.633 2.865
H 0.687 -0.069 4.868
H 3.042 0.643 5.157
H 4.132 2.026 3.425
H 2.910 2.647 1.383
H 1.862 4.425 1.325
H 2.409 6.487 0.125
H 1.389 6.967 -2.071
H -0.164 5.330 -3.092
H -0.670 3.220 -1.922
H -5.475 2.500 -0.234
H -7.316 0.876 0.045
H -6.797 -1.515 0.461
H -4.466 -2.285 0.382
H -2.550 -3.993 -1.047
H -3.763 -5.006 -2.909
H -4.708 -3.594 -4.703
H -4.434 -1.131 -4.599
H -3.197 -0.111 -2.742
H -2.551 -0.898 2.440
H -2.045 -2.364 4.352
H -0.949 -4.555 3.982
H -0.351 -5.255 1.688
H -0.777 -3.758 -0.210
O 2.719 1.247 -5.618
S 3.128 0.114 -4.822
N 2.851 0.121 -3.336
O 7.282 2.069 2.397
C 7.444 0.831 1.748
N 6.223 0.055 1.720
C 5.349 0.153 0.684
O 5.566 0.820 -0.311
C 4.052 -0.585 0.850
C 3.841 -1.655 1.701
C 2.559 -2.164 1.814
C 1.541 -1.587 1.081
N 1.741 -0.584 0.218
C 2.982 -0.105 0.113
H 6.861 2.685 1.788
H 8.191 0.276 2.309
H 7.772 0.952 0.718
H 5.901 -0.334 2.591
H 4.652 -2.094 2.271
H 2.340 -2.998 2.467
H 0.527 -1.932 1.180
H 3.168 0.699 -0.576
I 1.853 1.677 -2.509



No. 3
101
Properties=species:S:1:pos:R:3 method="wB97M-V/def2-TZVPD" orbital_gap_ev=5.71 fmax_ha_per_bohr=0.049 energy_ha=-9779.599983 total_charge=+2
Ga -8.215 -7.791 20.971
C -9.267 -5.460 24.727
O -10.429 -6.215 24.219
C -10.027 -6.831 23.121
N -8.815 -6.737 22.765
C -8.097 -6.121 23.911
C -7.001 -5.099 23.587
C -7.256 -3.940 22.823
C -6.226 -2.987 22.756
C -4.994 -3.203 23.402
C -4.762 -4.390 24.071
C -5.754 -5.345 24.122
C -10.924 -7.718 22.360
C -12.300 -7.892 22.525
C -12.910 -8.736 21.631
C -12.159 -9.432 20.646
C -10.826 -9.189 20.577
N -10.249 -8.332 21.401
C -9.847 -9.623 19.558
N -8.771 -8.960 19.440
C -8.033 -9.402 18.243
C -8.711 -10.775 18.094
O -10.033 -10.649 18.734
C -8.288 -8.520 17.048
C -7.744 -8.896 15.835
C -8.073 -8.203 14.667
C -8.918 -7.056 14.771
C -9.354 -6.597 15.996
C -9.057 -7.343 17.093
H -9.183 -5.594 25.797
H -9.525 -4.431 24.517
H -7.697 -7.010 24.438
H -8.196 -3.742 22.328
H -6.289 -2.065 22.147
H -4.241 -2.402 23.362
H -3.821 -4.591 24.570
H -5.582 -6.284 24.624
H -12.808 -7.465 23.344
H -14.000 -8.934 21.746
H -12.609 -10.184 20.006
H -6.959 -9.345 18.399
H -8.236 -11.683 18.521
H -8.944 -11.003 17.037
H -7.039 -9.733 15.732
H -7.771 -8.556 13.685
H -9.235 -6.604 13.811
H -9.957 -5.673 16.033
H -9.391 -7.036 18.074
Se -5.554 -5.216 15.598
P -4.996 -4.506 17.388
C -5.169 -2.716 17.597
C -5.644 -2.135 18.763
C -5.595 -0.750 18.889
C -5.098 0.035 17.859
C -4.678 -0.538 16.700
C -4.738 -1.922 16.512
C -3.320 -4.872 17.972
C -2.784 -3.993 18.892
C -1.394 -3.981 19.039
C -0.579 -4.814 18.336
C -1.128 -5.697 17.423
C -2.506 -5.731 17.197
C -6.160 -5.182 18.648
C -6.196 -6.283 19.461
N -7.452 -6.327 20.025
N -8.210 -5.314 19.527
N -7.431 -4.654 18.712
P -5.041 -7.481 20.212
Se -6.137 -8.608 21.883
C -4.502 -8.669 19.049
C -4.170 -9.927 19.534
C -3.952 -10.962 18.622
C -3.933 -10.722 17.257
C -4.278 -9.456 16.762
C -4.575 -8.416 17.665
C -3.588 -6.740 20.813
C -2.313 -7.260 20.513
C -1.199 -6.723 21.098
C -1.361 -5.602 21.952
C -2.604 -5.086 22.235
C -3.720 -5.610 21.598
H -6.107 -2.727 19.507
H -6.116 -0.318 19.769
H -5.125 1.119 17.903
H -4.232 0.091 15.914
H -4.395 -2.370 15.620
H -3.354 -3.324 19.566
H -0.964 -3.243 19.697
H 0.515 -4.679 18.561
H -0.445 -6.334 16.900
H -2.969 -6.258 16.372
H -4.102 -10.123 20.596
H -3.749 -11.977 19.036
H -3.679 -11.445 16.518
H -4.305 -9.173 15.709
H -4.778 -7.430 17.268
H -2.219 -8.047 19.767
H -0.214 -7.103 20.898
H -0.510 -5.258 22.450
H -2.647 -4.299 22.962
H -4.733 -5.284 21.777



No. 4
101
Properties=species:S:1:pos:R:3 method="wB97M-V/def2-TZVPD" orbital_gap_ev="4.50 / 4.48" e_above_lowest_kcal_mol=84.2 fmax_ha_per_bohr=0.076 energy_ha=-7312.522023 multiplicity=2
Ru -1.332 0.275 -0.088
O 0.414 -1.111 1.919
S -0.703 -1.675 1.104
C -1.973 -1.758 2.531
C -2.429 -2.947 3.051
C -3.279 -2.916 4.148
C -3.626 -1.701 4.718
C -3.148 -0.507 4.197
C -2.319 -0.533 3.078
P -1.723 0.930 2.167
C -2.899 2.197 2.744
C -2.540 3.261 3.564
C -3.505 4.157 3.990
C -4.824 4.015 3.594
C -5.189 2.950 2.784
C -4.232 2.043 2.371
C -0.204 1.482 2.982
C 0.379 0.861 4.077
C 1.517 1.414 4.639
C 2.047 2.593 4.142
C 1.462 3.213 3.048
C 0.353 2.645 2.452
C 0.548 -2.365 -0.351
C 1.000 -3.810 -0.209
C 2.378 -4.213 -0.775
C 3.269 -3.152 -1.447
C 2.807 -1.688 -1.531
C 1.445 -1.277 -0.935
P 1.266 0.368 -0.067
C 2.726 0.301 1.022
C 3.207 -0.895 1.544
C 4.383 -0.914 2.271
C 5.093 0.256 2.489
C 4.602 1.455 1.998
C 3.420 1.481 1.283
C 1.965 1.595 -1.260
C 1.103 2.607 -1.674
C 1.522 3.597 -2.547
C 2.820 3.591 -3.029
C 3.705 2.615 -2.592
C 3.289 1.639 -1.702
H -2.139 -3.885 2.600
H -3.670 -3.840 4.550
H -4.285 -1.678 5.575
H -3.421 0.441 4.643
H -1.516 3.388 3.881
H -3.217 4.970 4.641
H -5.567 4.727 3.921
H -6.216 2.822 2.474
H -4.519 1.196 1.765
H -0.044 -0.052 4.472
H 1.988 0.919 5.476
H 2.922 3.025 4.606
H 1.874 4.133 2.657
H -0.117 3.103 1.586
H 0.698 -4.312 0.707
H 2.912 -4.971 -0.209
H 4.339 -3.283 -1.302
H 3.607 -0.962 -1.434
H 2.654 -1.808 1.392
H 4.761 -1.852 2.655
H 6.027 0.235 3.033
H 5.155 2.371 2.155
H 3.039 2.419 0.904
H 0.090 2.621 -1.288
H 0.832 4.371 -2.851
H 3.150 4.352 -3.721
H 4.730 2.621 -2.939
H 4.020 0.934 -1.333
S -2.324 2.378 -0.781
As -3.997 1.811 -2.014
S -3.006 -1.304 -1.110
S -4.425 -0.827 0.194
S -5.440 0.895 -0.636
C 0.861 0.662 -4.135
P -0.246 -0.086 -2.855
C 0.756 -1.548 -2.319
C 2.129 -1.963 -2.892
C 2.591 -3.438 -2.807
C 1.714 -4.515 -2.140
C 0.343 -4.114 -1.578
C -0.119 -2.651 -1.687
C -1.487 -0.690 -4.052
C -1.649 -2.006 -4.464
C -2.620 -2.326 -5.399
C -3.412 -1.334 -5.952
C -3.246 -0.017 -5.555
C -2.298 0.301 -4.600
H 0.954 -0.031 -4.971
H 1.842 0.890 -3.728
H 0.405 1.589 -4.478
H 2.441 -1.455 -3.803
H 3.160 -3.784 -3.668
H 1.754 -5.500 -2.599
H -0.451 -4.848 -1.689
H -1.189 -2.542 -1.843
H -1.012 -2.786 -4.073
H -2.748 -3.355 -5.704
H -4.150 -1.589 -6.699
H -3.852 0.766 -5.988
H -2.160 1.334 -4.293